1.
47
Properties=species:S:1:pos:R:3 method="wB97M-V/def2-TZVPD" max_force_ha_per_bohr=0.013 homo_lumo_gap_ev=7.52 e_homo_ev=-4.67 e_above_lowest_kj_mol=93.38 energy_ev=-40404.288 charge=-1
Rh -0.43052 0.89840 0.03923
C 3.44320 2.45212 1.00587
C 2.18759 1.61191 1.09246
O 1.45566 1.63352 0.05167
C 1.97718 0.86539 2.24712
C 0.88596 0.01051 2.53483
C 0.83746 -0.66726 3.87569
N -0.10130 -0.18492 1.69636
N -1.17074 -0.97323 2.11527
C -2.17680 -0.82269 1.30462
O -2.17211 -0.10625 0.22414
C -3.43107 -1.56953 1.60386
C -3.57976 -2.28494 2.79030
C -4.75434 -2.97197 3.04936
C -5.79441 -2.95278 2.12744
C -5.65115 -2.23960 0.94650
C -4.47560 -1.54933 0.68591
H 3.40593 3.06035 0.10506
H 4.32722 1.81297 0.96856
H 3.53629 3.10074 1.87750
H 2.71938 0.97479 3.02644
H 1.69849 -0.38583 4.47816
H 0.81486 -1.74962 3.74405
H -0.08245 -0.40136 4.39604
H -2.76106 -2.29084 3.49670
H -4.86209 -3.52349 3.97553
H -6.71307 -3.48894 2.33222
H -6.45873 -2.21631 0.22522
H -4.35077 -0.97992 -0.22496
C 1.16395 0.96354 -2.99906
Si -0.39332 0.30996 -2.18726
C -0.33002 -1.57150 -2.14804
C -1.87604 0.77575 -3.23296
H 1.20403 0.64577 -4.04533
H 2.05043 0.59885 -2.47906
H 1.18651 2.05424 -2.96698
H -0.32561 -1.98475 -3.16246
H -1.20220 -1.96046 -1.61956
H 0.56412 -1.92390 -1.62975
H -1.76206 0.31088 -4.21757
H -1.98638 1.84849 -3.38493
H -2.79854 0.40145 -2.78400
N -1.14248 2.56439 -0.81037
C -1.92863 3.34008 -1.17862
N -2.74005 4.28119 -1.50273
C -3.01288 4.54140 -2.76727
N -3.31253 4.84200 -3.84679

2.
12
Properties=species:S:1:pos:R:3 method="wB97M-V/def2-TZVPD" max_force_ha_per_bohr=0.022 homo_lumo_gap_ev=9.72 e_homo_ev=-9.04 e_above_lowest_kj_mol=692.39 smiles=COC#[N+][O-].C#C energy_ev=-9807.139 charge=0
C -0.35291 0.80700 -1.93517
O -0.17878 -0.56003 -1.51608
C 0.52365 -0.53274 -0.42974
N 1.45437 -0.38694 0.26676
O 2.04025 -0.41055 1.35037
H -0.78110 1.34149 -1.08721
H 0.65372 1.18236 -2.12210
H -0.99490 0.81498 -2.81681
C -0.42527 -0.71667 2.14240
C -1.48885 -0.69405 1.58021
H 0.49738 -0.83766 2.65975
H -2.53900 -0.82521 1.48826

3.
18
Properties=species:S:1:pos:R:3 method="wB97M-V/def2-TZVPD" max_force_ha_per_bohr=0.060 homo_lumo_gap_ev="7.63 / 7.64" e_homo_ev="-7.39 / -7.39" e_above_lowest_kj_mol=454.62 energy_ev=-21199.429 charge=0
C -2.08518 0.71048 -1.07127
C -2.77790 0.25396 0.05156
C -0.74169 0.57050 -1.12065
C -2.04388 -0.17108 1.17163
C -0.10577 -0.01649 -0.00415
C 2.11796 0.86017 -0.01060
C 2.10230 -1.88587 0.45537
N -0.72557 -0.29933 1.09964
N 1.89591 2.04295 0.00066
S 3.25416 -0.45505 -0.06199
H -2.57348 1.09814 -2.01116
H -3.79160 0.25751 -0.07664
H -0.23446 0.80052 -2.01405
H -2.49221 -0.50992 2.07773
H 2.22800 -1.96162 1.59318
H 2.54481 -2.69426 -0.09849
H 1.04254 -1.49479 0.25214
H 2.38605 2.89417 -0.23291

4.
11
Properties=species:S:1:pos:R:3 method="wB97M-V/def2-TZVPD" max_force_ha_per_bohr=0.107 homo_lumo_gap_ev=7.44 e_homo_ev=-9.67 e_above_lowest_kj_mol=440.05 smiles="O=CC(=S)[C@H]1CO1" energy_ev=-19138.430 charge=0
O 2.08585 -1.30836 -0.31625
C 2.06324 -0.11606 0.04919
C 0.84246 0.64858 -0.02004
S 0.80949 2.36921 -0.13898
C -0.45230 -0.17299 -0.32710
C -1.71748 -0.28906 0.37971
O -1.71291 0.64913 -0.64721
H 2.99051 0.38393 0.45658
H -0.44496 -1.03153 -1.18985
H -2.09505 0.25314 1.45782
H -2.36885 -1.38598 0.29612

5.
32
Properties=species:S:1:pos:R:3 method="wB97M-V/def2-TZVPD" max_force_ha_per_bohr=0.131 homo_lumo_gap_ev=2.06 e_homo_ev=5.83 e_above_lowest_kj_mol=488.10 energy_ev=-114815.399 charge=-4
Zn -0.76421 0.98531 0.79604
S -0.81951 2.84111 2.55885
O 0.20614 2.70319 3.61637
O -1.56141 4.04859 2.60787
O -0.10811 2.89628 1.28764
O -1.68660 1.68248 2.48141
S 1.14005 -0.30629 3.09230
O 0.42338 -0.01627 1.84385
O 2.18816 0.64278 3.39556
O 0.21413 0.05053 4.14242
O 1.65345 -1.66936 3.19572
S -3.00241 -0.03758 -0.27505
O -3.25310 -1.05697 -1.29625
O -1.99685 -0.66754 0.59346
O -2.07751 1.03305 -0.62980
O -4.16190 0.50125 0.41826
C 1.91544 3.26697 -2.49142
C 1.24174 2.27018 -1.69657
N 0.70093 1.47681 -1.02768
H 2.74158 2.89143 -3.09523
H 2.35081 4.04203 -1.86067
H 1.23679 3.77168 -3.17903
N 0.45422 -1.93650 -1.31635
C 0.00348 -2.64317 -2.37624
C -0.03199 -4.06830 -2.25128
C 0.52194 -4.16396 -0.94398
C 0.88984 -2.92888 -0.44603
H 0.37284 -0.95841 -1.07804
H -0.28457 -2.07711 -3.24975
H -0.43974 -4.83091 -2.89825
H 0.55174 -5.09213 -0.39261
H 1.38121 -2.65030 0.47448

6.
13
Properties=species:S:1:pos:R:3 method="wB97M-V/def2-TZVPD" max_force_ha_per_bohr=0.107 homo_lumo_gap_ev="4.15 / 4.14" e_homo_ev="-14.73 / -14.73" e_above_lowest_kj_mol=476.45 energy_ev=-39903.423 charge=+2
H -0.42484 0.52844 -1.86961
C -0.02385 -1.01213 -0.32355
C 0.36259 0.21296 -1.17778
C 0.18523 0.69496 0.21033
O 1.16665 1.05102 1.00109
Lu 3.28425 1.00015 1.40544
H -0.66512 -1.69258 -0.89371
H 0.85464 -1.55126 0.06249
H 1.39542 0.22352 -1.53863
H -1.08356 1.31130 0.69292
C -1.45063 -0.08032 0.68602
H -2.28329 -0.31030 0.00361
H -1.31748 -0.37578 1.74139

7.
15
Properties=species:S:1:pos:R:3 method="wB97M-V/def2-TZVPD" max_force_ha_per_bohr=0.059 spin_multiplicity=2 homo_lumo_gap_ev="5.09 / 5.22" e_homo_ev="-0.26 / -0.40" e_above_lowest_kj_mol=190.82 energy_ev=-69518.927 charge=-2
Sc 0.01811 0.08202 0.00714
S -1.33223 4.37406 -2.23695
Sb -1.10966 3.76740 -0.07957
S 0.96407 2.44102 0.00648
S -2.11282 1.51306 0.00259
N -1.81185 -1.19333 -0.00089
C -1.56910 -2.65343 0.23298
C -0.07353 -2.94372 0.16651
O 0.27789 -4.11802 0.27044
O 0.69047 -1.88337 0.02338
H -2.47704 -0.73396 0.67924
H -2.26005 -0.96350 -0.88115
H -2.07998 -3.27509 -0.49815
H -1.92204 -2.96076 1.21312
O 1.89895 0.14671 0.02683

8.
44
Properties=species:S:1:pos:R:3 method="wB97M-V/def2-TZVPD" max_force_ha_per_bohr=0.092 homo_lumo_gap_ev=8.51 e_homo_ev=-7.87 e_above_lowest_kj_mol=466.94 smiles="CC1(C)CC(=O)N[C@@H](CC2=NN[C@H](c3ccccc3)C2)C1" energy_ev=-24517.175 charge=0
C -2.73944 3.65513 -3.00540
C -2.31543 2.32967 -2.23740
C -3.24535 2.03902 -0.97565
C -2.44440 1.10683 -3.25634
C -1.62069 -0.06048 -2.74490
O -1.38682 -1.07823 -3.37011
N -0.50554 0.09306 -1.89511
C -0.24040 1.27281 -1.07151
C 1.21857 1.29706 -0.64075
C 1.85579 0.15369 0.06279
N 2.78492 -0.67498 -0.41820
N 3.22481 -1.40870 0.64524
C 2.64076 -1.03444 1.88999
C 2.00466 -2.18390 2.67872
C 2.19234 -2.31864 4.09535
C 1.71335 -3.49248 4.74640
C 1.05532 -4.54377 4.00143
C 0.70445 -4.27918 2.65228
C 1.28399 -3.18186 1.98755
C 1.46892 -0.07695 1.50716
C -0.81330 2.51937 -1.80928
H -3.75111 3.59509 -3.35021
H -2.79824 4.48164 -2.22570
H -2.03834 3.87723 -3.82569
H -2.91331 2.64777 -0.17066
H -3.20115 0.92632 -0.71235
H -4.19002 2.30048 -1.20199
H -3.43306 0.95450 -3.33376
H -2.08048 1.31979 -4.31339
H 0.29069 -0.41648 -2.21636
H -0.85826 1.25724 -0.21450
H 1.66418 1.29466 -1.68984
H 1.47854 2.21447 -0.09050
H 3.91961 -2.16187 0.47696
H 3.34425 -0.53301 2.46567
H 2.79572 -1.50266 4.48391
H 2.01016 -3.52802 5.78227
H 0.63656 -5.25433 4.66864
H 0.17594 -4.96709 2.07850
H 1.08246 -3.04378 0.89837
H 0.51976 -0.56109 1.56887
H 1.45170 0.77934 2.14595
H -0.21663 2.66505 -2.72613
H -0.72548 3.52171 -1.34035

9.
14
Properties=species:S:1:pos:R:3 method="wB97M-V/def2-TZVPD" max_force_ha_per_bohr=0.024 homo_lumo_gap_ev=5.92 e_homo_ev=-1.98 e_above_lowest_kj_mol=122.95 energy_ev=-6339.494 charge=-1
C 2.29637 -0.46328 1.44419
O 1.62371 0.68132 1.60990
H 2.82438 -0.82837 2.36362
H 3.12347 -0.41873 0.66467
H 1.71230 -1.34387 1.03600
C -0.38870 0.95393 -0.96788
C -1.27861 -0.11314 -0.36003
C -2.53918 -0.29674 -0.74810
H -0.34209 1.82329 -0.31948
H -0.70166 1.11064 -1.99666
H 0.60295 0.50492 -0.99444
H -0.79177 -0.84365 0.27008
H -3.05466 -1.24758 -0.72421
H -3.08650 0.48127 -1.27764

10.
43
Properties=species:S:1:pos:R:3 method="wB97M-V/def2-TZVPD" max_force_ha_per_bohr=0.042 homo_lumo_gap_ev=5.99 e_homo_ev=-11.28 energy_ev=-73005.727 charge=+1
Cd -2.41033 1.95445 -1.97581
C 1.66750 0.48459 -2.31817
F 2.31194 -0.39706 -3.03908
F 2.19375 0.59968 -1.11149
F 1.67337 1.67601 -2.92778
S -0.08319 -0.09972 -2.23018
O -0.68795 0.29213 -3.48040
O -0.06614 -1.47229 -1.87991
N -0.85376 0.83688 -1.14633
S -0.71163 0.35911 0.41734
O -1.98223 -0.07940 0.89433
O 0.44451 -0.38835 0.70033
C -0.42744 2.00896 1.21322
F -0.96517 2.01088 2.41698
F 0.87162 2.23530 1.28537
F -0.99711 2.98736 0.47243
O -2.97258 4.14666 -1.71942
H -2.60202 4.82734 -1.13901
H -3.66489 4.58737 -2.23299
O 3.28267 -4.11555 -1.93925
H 3.33657 -4.41316 -2.85404
H 3.28937 -3.15446 -1.98625
O 1.57802 -2.33231 3.46702
H 2.15447 -1.78127 2.92421
H 0.75297 -2.41165 2.97727
O -3.65519 1.63852 -0.25029
H -3.49592 0.83010 0.29090
H -4.29293 2.18225 0.23018
O -0.86884 2.89909 -3.27443
H -0.85983 3.79661 -3.63512
H -0.42953 2.33587 -3.93695
O -1.25591 -2.75250 2.24295
H -2.07083 -2.24423 2.20480
H -1.32365 -3.40046 1.53021
O 0.42275 -4.07868 -0.44470
H 1.24047 -4.40655 -0.83826
H 0.40576 -3.13204 -0.61402
O 3.82782 -0.58210 2.08528
H 4.75685 -0.73747 1.88723
H 3.53086 0.06060 1.43204
O -0.01316 -0.41344 5.53740
H -0.16229 0.29698 4.90743
H -0.88876 -0.65405 5.85695

11.
14
Properties=species:S:1:pos:R:3 method="wB97M-V/def2-TZVPD" max_force_ha_per_bohr=0.067 homo_lumo_gap_ev=8.17 e_homo_ev=-8.08 e_above_lowest_kj_mol=385.98 energy_ev=-19863.952 charge=0
C 0.36151 -2.39649 2.22519
C 0.46248 -1.95859 0.96008
C -1.05670 1.82181 -1.43533
C 0.60722 -0.59499 0.43202
C 0.24185 1.13324 -0.96881
O 0.06525 -0.30749 -0.71350
Cl -0.71114 3.57878 -1.23655
H 0.56241 -3.37698 2.60354
H 0.27459 -1.65766 3.00282
H 0.81997 -2.67533 0.18575
H -1.22033 1.66006 -2.51163
H 0.93192 1.46129 -1.64251
H 0.50411 1.68147 -0.12689
H -1.84314 1.63088 -0.77419